The following is a DFT calculation (the ωB97M-V functional and the def2-TZVPD basis) of a cluster of 8 separate species, C44H97F5N6O8S3 in total at a distorted geometry.

## Properties
DFT total energy   -118593.22382 eV
Total charge   +2
LUMO energy   -4.66 eV
HOMO-LUMO gap   6.180 eV

Each line ends with the Löwdin charge.
Cartesian coordinates (Å):
1 C 0.88345 -2.09478 -0.69379  -0.04
2 C 0.20020 -1.26851 0.43524  -0.65
3 C 1.32679 -0.53070 1.13441  -0.08
4 O -0.89643 -0.51217 0.09061  -0.30
5 H 1.58431 -2.78565 -0.21656  0.04
6 H 1.39359 -1.58502 -1.51086  0.07
7 H 0.16980 -2.86945 -0.97010  0.06
8 H -0.09994 -2.08305 1.12694  0.11
9 H 2.05760 -1.23162 1.54548  0.08
10 H 0.91116 0.20432 1.83862  0.03
11 H 1.87476 0.07891 0.39829  0.05
12 C 0.77576 7.30458 0.05941  -0.08
13 C 0.40726 5.82313 0.13604  -0.25
14 C -1.04297 5.48996 0.43807  -0.08
15 N -1.16928 3.97965 0.75340  -0.23
16 C -0.34062 3.01411 -0.07077  0.02
17 C -2.66910 3.68821 0.65602  -0.12
18 C -3.25671 4.14831 1.97135  -0.15
19 C -2.17725 3.80363 2.97305  -0.12
20 C -0.84119 3.75079 2.22084  -0.08
21 H 1.81929 7.48662 -0.19789  0.08
22 H 0.66667 7.73038 1.06046  0.08
23 H 0.20803 7.84878 -0.69398  0.09
24 H 1.11470 5.31420 0.79187  0.11
25 H 0.55310 5.50163 -0.90036  0.10
26 H -1.64564 5.56624 -0.46263  0.14
27 H -1.44736 6.02750 1.29262  0.14
28 H 0.70626 3.04176 0.21214  0.09
29 H -0.61724 3.19840 -1.10427  0.10
30 H -0.69069 2.02099 0.24311  0.08
31 H -2.83336 2.60621 0.69182  0.12
32 H -3.17160 4.06392 -0.23193  0.14
33 H -4.18496 3.59569 2.09814  0.12
34 H -3.46802 5.21265 1.85712  0.12
35 H -2.35957 2.83178 3.43195  0.11
36 H -2.11415 4.50810 3.80238  0.13
37 H -0.39983 2.76175 2.34239  0.12
38 H -0.05604 4.46689 2.45434  0.13
39 C 2.81112 3.66626 -1.72056  -0.08
40 C 3.77951 2.81547 -0.86532  -0.20
41 C 4.16072 1.47284 -1.47363  -0.14
42 N 5.27507 0.80650 -0.72511  -0.24
43 C 6.55802 1.57238 -0.87240  0.02
44 C 5.50613 -0.63198 -1.24626  -0.06
45 C 5.01026 -1.60683 -0.19409  -0.11
46 C 5.25807 -0.82849 1.09462  -0.13
47 C 4.94317 0.61940 0.76164  -0.11
48 H 1.93885 3.07252 -1.99827  0.06
49 H 3.28693 4.03650 -2.62914  0.09
50 H 2.56734 4.56807 -1.16158  0.06
51 H 3.33320 2.60617 0.10581  0.10
52 H 4.67005 3.44474 -0.84433  0.11
53 H 4.45659 1.52605 -2.52149  0.13
54 H 3.31067 0.78571 -1.44811  0.13
55 H 7.43760 0.98431 -0.63139  0.12
56 H 6.52694 2.50197 -0.31356  0.10
57 H 6.59963 1.80078 -1.93861  0.12
58 H 6.56116 -0.69522 -1.49442  0.13
59 H 4.91051 -0.78484 -2.14670  0.14
60 H 5.60851 -2.51399 -0.25443  0.14
61 H 3.98336 -1.87305 -0.44504  0.11
62 H 6.32285 -0.81057 1.34776  0.13
63 H 4.70628 -1.20839 1.95173  0.11
64 H 5.28992 1.47024 1.34181  0.13
65 H 3.85246 0.70534 0.80658  0.09
66 C 2.31055 -0.04675 -4.51878  -0.08
67 C 0.92264 0.13871 -3.86590  -0.20
68 C 0.02260 1.14737 -4.58569  -0.09
69 N -1.46330 0.84052 -4.33204  -0.23
70 C -1.95379 -0.40047 -5.04825  0.05
71 C -1.74147 0.77859 -2.83099  -0.12
72 C -3.04958 1.47186 -2.53931  -0.16
73 C -3.00210 2.64889 -3.49604  -0.15
74 C -2.26024 2.12221 -4.72095  -0.07
75 H 2.69885 -1.01712 -4.20087  0.06
76 H 3.12702 0.65796 -4.31881  0.05
77 H 2.33093 -0.06983 -5.60941  0.09
78 H 1.10352 0.46600 -2.84305  0.09
79 H 0.43738 -0.83050 -3.98256  0.08
80 H 0.09873 1.18314 -5.67157  0.14
81 H 0.06870 2.17522 -4.22201  0.12
82 H -1.52677 -0.51072 -6.03996  0.12
83 H -3.03712 -0.36853 -4.97620  0.10
84 H -1.54718 -1.20351 -4.43344  0.07
85 H -1.71746 -0.25834 -2.49612  0.11
86 H -0.88728 1.23388 -2.33409  0.10
87 H -3.84619 0.78710 -2.86162  0.11
88 H -3.33244 1.61001 -1.49823  0.10
89 H -4.00070 2.91497 -3.84953  0.12
90 H -2.68278 3.56483 -2.99198  0.10
91 H -3.05495 1.75913 -5.37081  0.13
92 H -1.63307 2.79370 -5.29772  0.13
93 C 3.68861 0.85607 4.68500  -0.08
94 C 2.21146 0.79864 4.98886  -0.22
95 C 1.73063 -0.66090 5.24416  -0.11
96 N 0.24742 -0.84723 5.33937  -0.24
97 C -0.26605 -0.45312 6.69607  0.05
98 C -0.08388 -2.31560 5.00531  -0.06
99 C -1.38185 -2.38730 4.20964  -0.11
100 C -1.74483 -0.91639 3.88389  -0.14
101 C -0.50794 -0.09152 4.25950  -0.12
102 H 3.92639 1.77938 4.14977  0.08
103 H 3.98861 0.06682 3.99312  0.07
104 H 4.29909 0.90555 5.58494  0.09
105 H 1.65922 1.11397 4.09800  0.08
106 H 1.94082 1.50629 5.77430  0.11
107 H 2.16335 -1.08990 6.14629  0.15
108 H 2.13340 -1.17498 4.37322  0.12
109 H -1.35327 -0.49158 6.69570  0.12
110 H -0.07252 0.62189 6.70108  0.10
111 H 0.22936 -0.96498 7.51141  0.12
112 H 0.02267 -2.96643 5.87196  0.15
113 H 0.78032 -2.59446 4.40444  0.13
114 H -2.19641 -2.94482 4.66002  0.12
115 H -1.14325 -2.87059 3.26138  0.11
116 H -2.65641 -0.74064 4.45489  0.11
117 H -1.85319 -0.72072 2.81603  0.09
118 H -0.70983 0.95886 4.47131  0.13
119 H 0.04128 -0.03301 3.31851  0.08
120 C -4.81894 0.51560 2.04438  -0.10
121 C -5.22151 -0.82553 1.48506  -0.22
122 C -4.69300 -0.95491 0.03454  -0.11
123 N -4.36816 -2.42759 -0.26137  -0.24
124 C -3.41503 -2.97074 0.76711  0.03
125 C -3.65401 -2.48701 -1.59677  -0.10
126 C -4.45736 -3.42279 -2.55122  -0.11
127 C -5.85328 -3.34995 -1.97100  -0.15
128 C -5.68846 -3.16298 -0.46857  -0.08
129 H -5.00915 1.41877 1.47026  0.07
130 H -3.75670 0.53826 2.32509  0.05
131 H -5.17236 0.57346 3.08053  0.09
132 H -6.30679 -0.93210 1.36524  0.11
133 H -5.07382 -1.67261 2.14944  0.11
134 H -3.69778 -0.50486 -0.00577  0.11
135 H -5.41564 -0.54181 -0.66234  0.14
136 H -2.97676 -3.86442 0.32659  0.13
137 H -3.98356 -3.26574 1.64381  0.10
138 H -2.64047 -2.22635 0.95966  0.09
139 H -2.61408 -2.75952 -1.44526  0.11
140 H -3.69579 -1.49896 -2.05461  0.10
141 H -4.16947 -4.46222 -2.38419  0.13
142 H -4.20853 -3.07683 -3.54814  0.12
143 H -6.43502 -4.27079 -2.03554  0.13
144 H -6.44077 -2.56864 -2.45782  0.12
145 H -5.60435 -4.08083 0.11452  0.14
146 H -6.52641 -2.63570 -0.01584  0.13
147 C -0.41705 -4.22801 -3.58296  -0.64
148 F -0.94528 -3.13442 -2.98806  0.05
149 F 0.11569 -4.97884 -2.63719  0.15
150 F -1.39171 -4.84788 -4.25006  0.13
151 S 0.95808 -3.69025 -4.84373  0.51
152 O 2.14164 -3.36380 -4.05790  -0.33
153 O 1.06589 -4.79797 -5.78437  -0.31
154 O 0.35367 -2.52929 -5.52844  -0.38
155 N 3.71430 -6.45170 0.92733  -0.28
156 S 3.22064 -7.75895 -0.03910  0.55
157 O 3.30252 -7.56726 -1.46931  -0.27
158 O 2.12962 -8.50941 0.52065  -0.28
159 F 4.54872 -8.59166 0.26702  -0.20
160 S 2.63489 -5.45156 0.44857  0.42
161 O 1.27392 -5.76557 0.78336  -0.31
162 O 2.96033 -4.72045 -0.75358  -0.31
163 F 2.91788 -4.23776 1.52928  -0.28